Computed, not measured: a molecular structure, C28H45N3PS2Ti in a non-equilibrium geometry, with wB97M-V/def2-TZVPD.

Multiplicity: 3
HOMO-LUMO gap (spin up / spin down) (eV): 3.87 / 6.51
Max |F| (eV/A): 1.86
Net charge: -1
Calculated total energy (eV): -88314.4789

Each line ends with the Löwdin charge.
Element x y z (Å)
C1 -2.580 1.719 -1.677  -0.269
H1 0.446 0.849 -2.537  0.032
C2 -0.763 -0.511 2.759  -0.081
C3 2.728 -1.671 0.418  -0.576
H2 4.479 -2.907 0.482  0.085
H3 -2.084 1.557 2.905  0.124
H4 3.824 -0.219 -3.768  0.083
C4 4.329 1.315 0.441  -0.092
H5 1.400 2.626 -0.821  0.078
H6 1.843 -3.525 1.126  0.079
H7 3.620 -0.681 2.175  0.051
C5 -3.880 -3.580 2.460  -0.129
C6 -2.426 2.968 -4.136  -0.116
H8 -3.955 -4.541 1.965  0.090
C7 -2.152 1.615 -4.024  -0.127
C8 1.789 -2.884 0.242  -0.095
C9 2.804 1.385 0.311  -0.592
C10 -4.054 0.393 -0.320  -0.050
H9 0.743 -2.603 0.119  0.016
C11 1.432 0.766 -2.989  -0.106
H10 -0.411 -1.535 2.642  0.090
H11 -0.031 0.158 2.311  0.039
C12 2.322 -0.245 -2.240  -0.583
H12 2.719 3.507 -0.034  0.077
H13 0.835 -1.834 -2.401  0.049
H14 4.097 -2.368 -1.145  0.054
H15 2.502 -2.437 -2.324  0.049
H16 4.703 2.304 0.732  0.082
C13 3.768 -0.013 -2.693  -0.093
H17 -4.074 -0.416 0.414  0.075
S1 -1.886 -0.777 -2.650  0.570
C14 2.865 -1.428 1.929  -0.101
C15 -2.555 1.006 2.084  -0.164
C16 2.462 2.592 -0.578  -0.101
H18 3.174 -2.367 2.398  0.081
C17 -4.534 -2.088 4.229  -0.114
H19 -2.929 2.730 0.881  0.109
C18 1.866 -1.638 -2.701  -0.101
C19 -2.340 1.806 0.792  -0.167
H20 1.110 1.700 1.623  0.047
H21 2.500 1.001 2.461  0.057
H22 1.888 1.752 -3.045  0.059
C20 -2.796 3.708 -3.020  -0.117
H23 4.504 -0.648 -2.202  0.052
H24 4.822 1.044 -0.492  0.058
C21 -3.686 -1.130 3.695  -0.055
P1 1.907 -0.150 -0.384  0.825
H25 2.072 -3.493 -0.617  0.068
H26 -2.347 3.450 -5.104  0.091
H27 1.904 -1.671 -3.794  0.083
H28 4.852 -1.254 0.002  0.060
H29 4.072 1.026 -2.556  0.058
C22 -2.955 -1.382 2.542  -0.298
H30 -5.279 -4.090 3.993  0.091
H31 -4.822 1.130 -0.054  0.103
H32 -4.276 -0.033 -1.296  0.082
H33 -1.865 1.040 -4.896  0.092
H34 1.285 0.412 -4.014  0.083
H35 1.923 -1.127 2.379  0.059
H36 3.033 2.595 -1.505  0.057
C23 -2.881 3.066 -1.791  -0.045
H37 -5.108 -1.875 5.122  0.087
H38 4.654 0.613 1.209  0.056
S2 -2.151 -2.967 0.391  0.563
H39 -3.176 3.634 -0.917  0.095
H40 -0.901 -0.289 3.828  0.094
C24 4.118 -2.053 -0.103  -0.096
C25 2.199 1.704 1.686  -0.109
H41 -3.624 0.969 2.293  0.109
C26 -3.024 -2.625 1.890  -0.615
N1 0.395 -0.045 -0.106  -0.319
H42 -3.585 -0.170 4.191  0.107
Ti1 -1.499 -0.676 -0.170  0.255
H43 -3.011 4.766 -3.100  0.086
H44 -1.290 2.075 0.666  0.114
N2 -2.715 1.026 -0.401  -0.278
N3 -2.033 -0.377 2.024  -0.242
H45 2.534 2.701 1.994  0.078
C27 -2.221 0.937 -2.797  -0.632
C28 -4.623 -3.323 3.597  -0.117

***

Computed, not measured: a gas-phase ion, CH5N6 (charge +1) in a non-equilibrium geometry, with wB97M-V/def2-TZVPD.

HOMO-LUMO gap (spin up / spin down) (eV): 8.47 / 8.48
Max |F| (eV/A): 4.78
Energy above the lowest of the compared OMol25 structures with the same formula, charge and spin (kcal/mol): 49.5
Net charge: +1
Calculated total energy (eV): -10045.7477

Each line ends with the Löwdin charge.
Element x y z (Å)
N1 1.200 -0.200 0.577  0.004
N2 0.143 -0.726 0.040  -0.148
H1 -0.907 0.981 -0.405  0.150
N3 1.282 1.067 0.993  0.090
C1 0.235 -2.108 -0.222  -0.109
H2 2.342 1.071 1.265  0.183
H3 -0.436 -2.744 -0.819  0.149
N4 2.156 -2.371 0.957  0.310
N5 1.354 -2.555 0.185  -0.040
H4 -1.699 -0.536 -0.897  0.104
H5 0.745 1.923 0.731  0.136
N6 -0.951 -0.076 -0.473  0.171

***

Computed, not measured: a molecular structure, C4H5I2N2 in a non-equilibrium geometry, with wB97M-V/def2-TZVPD.

HOMO-LUMO gap (spin up / spin down) (eV): 7.90 / 7.90
Max |F| (eV/A): 5.58
Energy above the lowest of the compared OMol25 structures with the same formula, charge and spin (kcal/mol): 74.8
Net charge: +1
Calculated total energy (eV): -23399.6116

Each line ends with the Löwdin charge.
Element x y z (Å)
C1 -1.653 0.036 0.547  -1.243
C2 0.340 -1.115 -0.144  -0.070
H1 0.238 2.275 0.049  0.153
H2 0.077 -2.107 -0.496  0.131
I1 -2.832 -1.656 0.060  0.870
H3 2.577 1.152 -0.825  0.148
N1 1.532 -0.726 -0.576  0.107
I2 -2.748 1.928 0.230  0.788
C3 0.548 1.132 -0.005  -0.041
H4 -1.526 -0.100 2.406  0.224
N2 -0.373 0.049 0.068  -0.231
H5 2.140 -1.512 -0.827  0.195
C4 1.679 0.643 -0.487  -0.031

***

Q: Look up the max |F| of the first one.
A: 1.86 eV/A

***

Q: Look up the calculated total energy of the first one.
A: -88314.4789 eV

***

Q: Number 2 is which compound?
A: CH5N6